Density functional theory data (the ωB97M-V functional and the def2-TZVPD basis) for the ion C5H12NO with charge -1.

```
19
Properties=species:S:1:pos:R:3:nbo_charge:R:1
C -0.508 -1.617 1.557 -0.609
C 0.025 -1.163 0.077 -0.189
C 1.566 -1.316 -0.038 -0.619
C -0.596 0.310 -0.163 -0.204
N 0.176 1.226 -0.870 -0.735
C -0.621 2.551 -1.084 0.140
O 0.199 3.572 -0.765 -0.960
H -1.536 -1.455 1.619 0.196
H 0.005 -1.062 2.359 0.206
H -0.385 -2.839 1.485 0.177
H -0.445 -1.769 -0.740 0.174
H 1.995 -1.711 0.784 0.189
H 1.738 -1.860 -0.882 0.200
H 1.896 -0.330 -0.101 0.212
H -1.525 0.235 -0.735 0.179
H -0.621 0.721 0.814 0.140
H 1.204 1.319 -0.737 0.370
H -1.021 2.594 -2.071 0.070
H -1.545 2.595 -0.508 0.063
```

The energy above the lowest of the compared OMol25 structures with the same formula, charge and spin is 2.4684 eV. The gap between HOMO and LUMO comes out at 5.9 eV. For the largest force on an atom, the calculation gives 4.8 eV Å⁻¹. The value obtained for the calculated total energy is -327.6053 a.u. Its spin multiplicity is 1. Its total charge is -1. The calculation puts the LUMO energy at 3.734 eV.


Density functional theory data (the ωB97M-V functional and the def2-TZVPD basis) for a structure of composition C5H12NO.

```
19
Properties=species:S:1:pos:R:3:nbo_charge:R:1
C 3.633 -0.181 -0.017 -0.475
N 3.152 0.525 -1.278 -1.145
C -1.047 -0.216 0.548 -0.026
C -2.108 0.043 -0.359 -0.260
C -3.401 -0.840 -0.170 -0.017
O -3.678 -0.951 1.113 -0.900
C 0.109 0.757 0.546 -0.696
H 4.084 0.483 0.739 0.132
H 4.028 -1.197 -0.093 0.131
H 2.568 -0.241 0.228 0.177
H 3.884 1.180 -1.576 0.266
H -1.141 -1.131 1.124 0.275
H -2.055 0.604 0.720 0.326
H -1.997 0.270 -1.423 0.249
H -4.073 -0.372 -0.933 0.089
H -3.042 -1.785 -0.699 0.107
H -0.354 1.719 0.320 0.212
H 0.818 0.590 -0.297 0.321
H 0.618 0.746 1.506 0.233
```

The energy above the lowest of the compared OMol25 structures with the same formula, charge and spin is 7.2078 eV. The gap between HOMO and LUMO comes out at 3.7 eV. For the largest force on an atom, the calculation gives 4.1 eV Å⁻¹. The value obtained for the calculated total energy is -327.4312 a.u. Its spin multiplicity is 1. Its total charge is -1. The calculation puts the LUMO energy at 2.028 eV.